No. 1
# C4H10N2O2

A single C4H10N2O2 molecule (ωB97M-V/def2-TZVPD, the OMol25 dataset).

Values from the calculation:
Orbital gap: 9.62 eV
SMILES string: O=CNCCNCO
Relative energy (zero: lowest compared OMol25 entry of this formula, charge and spin): 349.3 kJ/mol
Charge: 0
HOMO: -0.331 hartree

```
18
Properties=species:S:1:pos:R:3:forces:R:3
C -1.2070 -0.0941 -1.0410 1.1 -0.5 2.3
N -0.4709 -0.2980 -2.2830 -2.1 3.7 -2.3
C 0.2924 -1.3638 -2.5800 -0.5 -0.7 4.7
O 0.4901 -2.2167 -1.6949 -0.3 0.2 -2.4
C -0.2034 -0.4005 0.1012 -0.7 -0.4 3.5
N -0.1742 0.7512 1.1052 0.5 -2.2 0.5
C 0.8398 0.5476 2.1356 0.3 -0.1 3.3
O 0.9586 1.6749 3.0855 2.6 -1.9 -1.3
H -1.5375 0.9617 -0.8631 0.3 -0.8 -0.9
H -2.0862 -0.7431 -0.7458 0.7 0.5 -1.6
H -0.5237 0.5830 -2.9218 0.3 -2.8 1.2
H 0.7813 -1.2871 -3.4910 1.0 -0.2 -2.1
H 0.7923 -0.8641 -0.1031 -0.7 1.2 -0.4
H -0.6749 -1.2092 0.7361 0.5 0.6 -0.7
H -0.0567 1.6284 0.6669 0.6 1.0 -0.6
H 0.6441 -0.2933 2.9673 -0.2 1.0 -2.7
H 1.9037 0.3930 1.8006 -1.0 0.1 -0.2
H 0.2324 2.2301 3.1252 -2.6 1.3 -0.2
```
Forces are in eV/Å.

---

No. 2
# C4H10N2O2

A molecular structure, C4H10N2O2 (ωB97M-V/def2-TZVPD, the OMol25 dataset).

Values from the calculation:
Orbital gap (alpha / beta): 11.26 / 6.47 eV
Multiplicity: 2
Relative energy (zero: lowest compared OMol25 entry of this formula, charge and spin): 354.1 kJ/mol
Charge: +1
HOMO (alpha / beta): -0.529 / -0.527 hartree
⟨S²⟩: 0.756

```
18
Properties=species:S:1:pos:R:3:forces:R:3
N -0.7103 -0.7875 1.3678 -12.2 1.3 2.0
C -1.1326 0.4915 0.8290 0.1 1.6 -0.8
C -0.9786 0.5471 -0.7178 -1.4 0.4 0.3
N -0.0439 -0.3799 -1.2520 -1.7 -1.4 -1.5
C 1.2591 0.0339 -1.1763 2.9 2.0 -0.1
C 1.7988 -0.0826 0.2359 -1.5 -2.6 -0.1
O 1.2892 -0.9682 0.9938 7.9 0.8 -1.2
O 2.7221 0.5769 0.7060 1.3 1.0 0.4
H 0.1188 -0.9380 1.0402 5.2 -1.8 -2.7
H -1.2771 -1.5401 1.0137 -0.7 -0.4 0.0
H -0.6719 -0.8259 2.3449 -0.1 0.0 1.9
H -2.1556 0.7635 1.0343 -0.3 -0.3 0.4
H -0.5370 1.2760 1.2870 0.3 -0.1 0.2
H -0.7912 1.5828 -1.0397 0.1 0.0 0.3
H -1.9522 0.2899 -1.1189 -0.2 -0.1 -0.2
H -0.2536 -0.5589 -2.2518 0.0 -0.2 1.1
H 1.4068 1.0792 -1.4863 0.1 0.1 -0.1
H 1.9092 -0.5596 -1.8097 0.2 -0.2 0.0
```
Forces are in eV/Å.

---

No. 3
# C4H10N2O2S2

A molecular structure, C4H10N2O2S2 (ωB97M-V/def2-TZVPD, the OMol25 dataset).

Values from the calculation:
Orbital gap (alpha / beta): 5.31 / 5.98 eV
Multiplicity: 3
Relative energy (zero: lowest compared OMol25 entry of this formula, charge and spin): 216.5 kJ/mol
Charge: 0
HOMO (alpha / beta): -0.171 / -0.332 hartree
⟨S²⟩: 2.008

```
20
Properties=species:S:1:pos:R:3:forces:R:3
C -0.8827 0.7826 -0.7894 1.4 3.5 7.2
C 0.7574 -1.7248 1.3556 4.1 1.2 0.8
C -3.2234 -0.0056 0.4540 -1.1 0.5 1.8
C 2.7269 0.7899 -0.9058 2.2 3.9 2.1
N -1.4576 0.2514 -1.7424 -4.2 -4.4 -7.1
N 0.9379 -0.8353 0.2318 1.1 3.6 -0.5
O 0.2844 1.4122 -0.8420 1.3 0.8 0.5
O 1.5407 1.5504 1.3967 -0.6 -1.5 -1.9
S -1.6793 0.9566 0.7734 -1.6 0.3 -0.8
S 1.3464 0.6845 0.2027 1.9 -2.2 2.8
H -0.2111 -2.0035 1.3841 -3.4 -0.7 0.8
H 1.3054 -2.6294 1.0978 0.2 -0.1 0.1
H 1.2084 -1.3647 2.3529 -1.0 -0.3 -1.4
H -2.7860 -0.6877 -0.1997 0.4 -2.1 -0.6
H -4.0486 0.3614 -0.1858 0.7 1.0 0.5
H -3.7216 -0.3922 1.4276 1.4 0.5 -1.6
H 2.3226 0.1908 -1.6021 -0.7 -1.9 -3.3
H 2.8980 1.9181 -1.2257 -0.6 -2.5 0.5
H 3.6949 0.3772 -0.5339 -1.0 0.3 0.1
H -1.0129 0.3681 -2.6497 -0.2 0.3 0.1
```
Forces are in eV/Å.

---

No. 4
# C4H10N2O3

2 unconnected molecules or ions with the total composition C4H10N2O3 (ωB97M-V/def2-TZVPD, the OMol25 dataset).

Values from the calculation:
Orbital gap: 11.03 eV
SMILES string: [H]/N=C(/C)O.COC(N)=O
Relative energy (zero: lowest compared OMol25 entry of this formula, charge and spin): 26.8 kJ/mol
Charge: 0
HOMO: -0.381 hartree

```
19
Properties=species:S:1:pos:R:3:forces:R:3
C 2.2067 0.4901 0.1724 -0.1 -0.1 -0.1
C -1.8616 -1.7114 0.0936 -0.3 -0.3 -0.1
C 2.0847 -0.7148 -0.7053 -0.1 0.0 0.0
N 3.2126 1.2318 0.1083 0.6 0.3 -0.1
C -2.1246 0.6445 -0.0651 0.1 0.0 0.0
N -1.4614 1.8065 0.0783 0.2 0.3 0.1
O -1.2986 -0.4114 0.2155 0.2 0.2 0.1
O 1.1648 0.7201 1.0214 -0.1 0.0 0.2
O -3.2704 0.5269 -0.4041 -0.3 -0.1 -0.1
H 0.4753 0.0423 0.9204 0.1 0.0 -0.1
H 3.2006 2.0212 0.7476 -0.3 0.0 0.1
H -0.5180 1.8331 0.4324 0.0 0.0 0.0
H -1.9702 2.6620 -0.0517 0.0 -0.1 0.0
H -1.7372 -2.2301 1.0444 0.0 0.0 -0.1
H -2.9214 -1.6275 -0.1529 0.2 -0.1 0.0
H -1.3384 -2.2491 -0.6985 0.0 0.0 0.1
H 2.0205 -1.6145 -0.0941 0.0 -0.1 0.0
H 2.9538 -0.7785 -1.3507 0.0 0.0 0.0
H 1.1827 -0.6412 -1.3119 -0.1 -0.1 0.0
```
Forces are in eV/Å.

---

No. 5
# C4H10N2O5P

2 unconnected molecules or ions with the total composition C4H10N2O5P (ωB97M-V/def2-TZVPD, the OMol25 dataset).

Values from the calculation:
Orbital gap: 7.24 eV
Relative energy (zero: lowest compared OMol25 entry of this formula, charge and spin): 56.3 kJ/mol
Charge: -1
HOMO: -0.134 hartree

```
22
Properties=species:S:1:pos:R:3:forces:R:3
C 1.2805 1.0868 -0.8157 -0.4 -0.3 -1.1
C -1.6599 1.4791 -0.2874 1.8 -1.4 1.7
C 0.6663 -0.1928 -0.7669 2.3 -0.1 4.2
C -1.8456 0.0378 0.2671 -0.8 0.1 3.1
N 1.8198 1.4703 0.4011 2.3 1.7 0.7
N -2.1873 -0.8158 -0.7168 -0.9 0.2 1.4
O -0.0533 -2.6567 0.2844 -0.1 -0.5 -0.4
O 2.4306 -1.9059 0.3726 -0.3 1.4 -0.6
O 1.2338 1.8681 -1.8238 0.3 -1.0 1.8
O 0.8193 -0.9301 1.9649 0.0 0.1 -0.6
O -1.8729 -0.3098 1.4871 0.6 1.2 -2.3
P 0.8566 -1.5039 0.4292 0.3 2.0 -0.6
H -0.9157 1.3773 -1.0783 -0.2 0.6 0.2
H -2.5391 1.8086 -0.7055 -2.4 0.7 -0.9
H -1.3467 2.2051 0.4765 0.1 -0.5 -0.2
H 0.2664 -0.5704 -1.5892 -1.7 -1.3 -3.7
H 1.9165 0.7100 1.1027 0.1 1.1 -0.8
H 2.6162 2.1981 0.3504 -2.0 -1.8 0.1
H -2.0557 -0.2742 -1.5001 0.3 0.0 -2.9
H -1.9245 -1.7799 -0.6851 0.3 -0.4 0.2
H 2.5704 -2.7521 0.7325 0.3 -1.8 0.8
H -0.0756 -0.5495 2.1003 0.0 -0.2 0.0
```
Forces are in eV/Å.

---

No. 6
# C4H10N2OP

A gas-phase ion, C4H10N2OP (charge -1) (ωB97M-V/def2-TZVPD, the OMol25 dataset).

Values from the calculation:
Orbital gap: 5.81 eV
SMILES string: CP1NCCC[N-]O1
Relative energy (zero: lowest compared OMol25 entry of this formula, charge and spin): 268.5 kJ/mol
Charge: -1
HOMO: -0.060 hartree

```
18
Properties=species:S:1:pos:R:3:forces:R:3
C -1.2805 -0.9974 -0.7255 -1.3 0.5 0.5
C -0.1164 -1.2466 0.1848 0.4 2.5 2.5
C -1.7928 0.4821 -0.7612 -0.2 0.0 0.8
C 2.0065 1.1331 1.3897 -1.8 1.0 -1.2
N 1.2108 -0.8219 -0.3011 -0.4 0.0 -1.1
N -0.9957 1.5478 -1.3894 -2.2 -1.6 -1.1
O 0.2391 1.7931 -0.6757 1.0 -0.3 2.1
P 1.5936 0.9041 -0.4885 0.3 -0.4 -0.1
H -0.9693 -1.2200 -1.7245 -0.1 -0.7 -0.9
H -2.2134 -1.5547 -0.3557 1.3 0.1 -0.7
H -0.2868 -0.6986 1.2079 0.1 -0.4 -1.7
H -0.0522 -2.2226 0.5724 0.1 -1.8 -0.1
H -2.8504 0.3684 -1.2470 1.9 0.9 0.3
H -2.0258 0.5757 0.3638 0.1 0.7 -0.6
H 1.1080 1.5686 1.8752 0.6 -0.2 -0.1
H 2.9146 1.6518 1.6702 0.1 0.2 -0.3
H 2.0740 0.0990 1.5657 0.3 -1.3 1.0
H 1.4366 -1.3619 -1.1610 -0.2 0.9 0.8
```
Forces are in eV/Å.

---

No. 7
# C4H10N2OS

A molecular structure, C4H10N2OS (ωB97M-V/def2-TZVPD, the OMol25 dataset).

Values from the calculation:
Orbital gap (alpha / beta): 6.21 / 5.79 eV
Multiplicity: 2
Relative energy (zero: lowest compared OMol25 entry of this formula, charge and spin): 456.9 kJ/mol
Charge: -1
HOMO (alpha / beta): -0.121 / -0.105 hartree
⟨S²⟩: 0.753

```
18
Properties=species:S:1:pos:R:3:forces:R:3
O 2.9067 1.5275 2.2613 -1.7 -2.1 -0.9
C 2.1226 0.5678 2.4173 2.4 -1.2 0.5
N 0.7522 0.0295 1.8998 3.6 2.4 1.3
C 0.5973 0.1886 0.4574 0.0 -0.5 -2.3
C 0.8000 1.6469 0.0309 1.9 0.0 0.0
S -2.5608 -0.9557 -2.9788 -0.4 0.2 -0.5
C -0.7703 -0.3867 -0.0676 -1.7 1.5 -0.1
N -0.8925 -1.6903 -0.6322 1.2 -1.1 0.0
H 2.2720 -0.1301 3.2348 0.4 0.0 0.7
H 0.9998 1.0670 2.4930 -4.4 -0.1 -0.9
H 1.3928 -0.4952 0.0219 -0.7 0.9 0.3
H 1.8987 1.8458 0.2510 -1.6 0.4 0.1
H 0.7522 1.8403 -1.0605 -0.7 -0.4 0.7
H 0.1079 2.2800 0.6353 0.6 -0.2 -0.7
H -1.4077 -0.3509 0.8335 -0.2 0.4 -0.2
H -1.2397 0.2958 -0.8697 0.9 -0.5 1.3
H -1.3251 -1.7560 -1.5831 0.4 0.5 0.6
H -1.3478 -2.3317 -0.0116 -0.1 -0.2 0.2
```
Forces are in eV/Å.

---

No. 8
# C4H10N2OS

A single C4H10N2OS molecule (ωB97M-V/def2-TZVPD, the OMol25 dataset).

Values from the calculation:
Orbital gap: 9.52 eV
SMILES string: CNC(=O)[C@@H](N)CS
Relative energy (zero: lowest compared OMol25 entry of this formula, charge and spin): 72.9 kJ/mol
Charge: 0
HOMO: -0.322 hartree

```
18
Properties=species:S:1:pos:R:3:forces:R:3
N -0.7393 1.2133 1.5582 0.1 -1.0 0.1
C -0.0837 0.2091 0.7267 -0.8 -0.3 0.7
C -0.6988 -1.1703 1.0099 -0.5 0.5 -0.7
S 0.3592 -2.4906 0.3544 -0.1 -0.2 0.4
C -0.2744 0.5516 -0.7630 0.9 0.1 0.5
N 0.3401 1.6882 -1.1868 0.0 0.0 0.4
C 1.5122 2.3376 -0.6314 -0.3 0.3 -0.3
O -1.0005 -0.1057 -1.4769 -0.5 0.1 -0.3
H -0.1592 1.9348 1.9334 -0.1 0.4 -0.2
H -1.6508 1.4684 1.2292 -0.1 0.5 0.0
H 0.9444 0.1378 1.0498 0.4 0.2 -0.2
H -0.9507 -1.2564 2.0649 0.6 -0.3 0.1
H -1.6619 -1.2083 0.4971 0.1 -0.2 -0.1
H -0.1558 -2.5102 -0.8798 0.0 0.1 0.0
H 0.0123 2.0457 -2.0555 -0.1 0.0 -0.7
H 1.3387 3.4096 -0.5415 -0.1 0.1 0.1
H 2.3492 2.2170 -1.3229 0.2 -0.2 0.3
H 1.7371 1.9533 0.3549 0.2 -0.1 0.0
```
Forces are in eV/Å.

---

No. 9
# C4H10N2S

A molecular structure, C4H10N2S (ωB97M-V/def2-TZVPD, the OMol25 dataset).

Values from the calculation:
Orbital gap: 9.41 eV
Relative energy (zero: lowest compared OMol25 entry of this formula, charge and spin): 230.5 kJ/mol
Charge: 0
HOMO: -0.316 hartree

```
17
Properties=species:S:1:pos:R:3:forces:R:3
C -1.1544 -0.4640 -0.5711 -2.0 0.4 0.0
C -0.0462 0.3357 0.0673 0.8 2.4 -3.1
C 1.2035 0.2918 -0.8670 1.2 0.5 -0.8
C 0.8689 -0.1674 1.0905 0.5 -2.8 3.2
H -3.1585 -1.1041 -0.2751 2.0 0.5 1.5
H -2.0807 -1.2282 1.0283 0.8 -3.0 3.9
H -1.5700 0.0569 -1.4907 0.9 -0.5 1.0
H -0.6730 -1.3602 -0.8503 0.5 -1.3 -0.7
H 0.3978 2.8791 0.4411 0.0 -1.3 -0.1
H 1.1810 -0.0100 -1.9097 -0.7 -0.4 -0.2
H 1.7642 1.2521 -0.9100 -0.5 -0.3 0.4
H 2.7309 -0.5864 0.2624 2.0 0.2 0.2
H 1.1899 0.5863 1.8867 0.0 -0.7 -1.4
H 0.4914 -1.0608 1.6396 0.0 0.7 0.2
N -2.3306 -0.7285 0.2910 -2.0 2.8 -5.3
N 1.7878 -0.6806 0.0437 -1.4 0.2 0.7
S -0.6021 1.9883 0.1234 -2.0 2.7 0.6
```
Forces are in eV/Å.

---

No. 10
# C4H10N2S

A single C4H10N2S molecule (ωB97M-V/def2-TZVPD, the OMol25 dataset).

Values from the calculation:
Orbital gap: 9.39 eV
SMILES string: C[C@H]1NNS[C@@H]1C
Relative energy (zero: lowest compared OMol25 entry of this formula, charge and spin): 237.2 kJ/mol
Charge: 0
HOMO: -0.312 hartree

```
17
Properties=species:S:1:pos:R:3:forces:R:3
C -0.5690 -0.3055 -0.1303 1.0 -1.8 -0.5
C 0.6053 0.1685 0.7883 -2.8 -3.2 1.4
C -0.0002 -1.1212 -1.2666 -1.1 1.7 -2.1
C 0.6799 1.6209 0.8791 0.7 0.1 0.2
N -1.5576 -1.1482 0.5899 -0.3 2.6 -2.3
N -1.6113 -0.6451 1.8809 0.9 -0.4 1.2
S 0.1085 -0.8205 2.4283 -0.4 2.2 -1.4
H -0.9808 0.4686 -0.7134 -1.3 1.7 0.3
H 1.3641 -0.4185 0.3317 1.7 0.4 0.3
H 0.4729 -1.9659 -0.9703 1.2 -3.0 1.3
H 0.7811 -0.6371 -1.8722 -0.4 0.5 0.2
H -0.8151 -1.3808 -1.9573 0.2 -0.1 0.1
H -0.0734 2.1262 1.4177 -1.3 0.0 1.0
H 0.5215 1.9667 -0.1092 0.6 0.8 -1.2
H 1.5833 1.9219 1.3451 1.1 0.6 0.0
H -1.2075 -2.0745 0.4864 0.0 -0.9 1.0
H -1.8156 0.3727 1.7448 0.2 -1.1 0.5
```
Forces are in eV/Å.

---

No. 11
# C4H10N2S

A single C4H10N2S molecule (ωB97M-V/def2-TZVPD, the OMol25 dataset).

Values from the calculation:
Orbital gap: 9.62 eV
SMILES string: N[C@H]1CN[C@H]1CS
Relative energy (zero: lowest compared OMol25 entry of this formula, charge and spin): 103.5 kJ/mol
Charge: 0
HOMO: -0.319 hartree

```
17
Properties=species:S:1:pos:R:3:forces:R:3
C -0.9241 0.5990 0.2035 0.5 -0.1 -0.3
C -1.1723 -0.3894 -0.9767 -1.3 0.5 0.0
C 0.0266 -0.5136 0.8034 -1.9 0.6 -0.6
C 1.4748 -0.1593 0.9558 0.5 -0.6 0.3
H 0.5902 1.6675 -0.5858 -0.1 0.2 -0.1
H -0.8442 2.4951 -0.5524 0.2 -0.2 0.2
H -1.8179 0.7973 0.8085 0.2 -0.2 -0.1
H -2.2252 -0.6914 -1.0526 0.1 -0.1 0.0
H -0.8771 -0.1112 -1.9940 0.3 0.3 0.2
H -0.8494 -2.1603 -0.0516 0.0 -0.7 0.1
H -0.4278 -0.9360 1.6954 0.5 0.1 0.5
H 1.5736 0.7507 1.5481 0.0 0.0 -0.1
H 1.9806 -0.9770 1.4834 0.0 0.2 -0.1
H 1.7387 -0.9522 -1.2585 0.3 0.6 0.4
N -0.2553 1.8304 -0.0505 -0.1 1.1 0.0
N -0.3190 -1.3675 -0.3447 0.9 -1.1 -0.2
S 2.3277 0.1180 -0.6313 0.0 -0.6 -0.2
```
Forces are in eV/Å.

---

No. 12
# C4H10N3

A gas-phase ion, C4H10N3 (charge +1) (ωB97M-V/def2-TZVPD, the OMol25 dataset).

Values from the calculation:
Orbital gap: 9.15 eV
SMILES string: [H]/N=C/NC/[NH+]=C/C
Relative energy (zero: lowest compared OMol25 entry of this formula, charge and spin): 206.9 kJ/mol
Charge: +1
HOMO: -0.509 hartree

```
17
Properties=species:S:1:pos:R:3:forces:R:3
C -2.9116 0.3280 0.3840 0.0 3.5 3.3
C -0.9089 0.3026 -0.8988 0.0 -0.7 -0.5
C 1.6462 -0.1627 -0.6006 -3.1 0.0 2.6
C 2.7566 -0.4488 0.3678 0.5 0.3 -0.6
N -1.6513 0.9594 0.1089 -1.6 3.8 -0.7
N -2.9140 -0.8874 0.2807 -1.4 -3.6 -0.5
N 0.3656 -0.1420 -0.2083 3.2 0.7 -1.2
H -3.6422 0.9885 1.0345 1.2 -1.1 -1.8
H -3.7510 -1.4156 0.5851 0.6 0.8 -0.2
H -1.5302 -0.6166 -1.1819 1.4 1.1 0.0
H -0.6897 1.0187 -1.7056 0.3 -0.8 0.0
H 1.8435 0.0784 -1.6163 0.2 -0.1 -0.9
H 2.5356 -0.9918 1.2976 -0.3 -0.2 -0.7
H 3.2440 0.4545 0.7368 -0.4 0.7 -0.2
H 3.5928 -0.8514 -0.2190 -0.3 -0.6 0.3
H -1.7278 2.0468 -0.0600 0.1 -3.0 0.6
H 0.2489 -0.0817 0.7955 -0.3 -0.7 0.3
```
Forces are in eV/Å.

---

No. 13
# C4H10N3

A gas-phase ion, C4H10N3 (charge +1) (ωB97M-V/def2-TZVPD, the OMol25 dataset).

Values from the calculation:
Orbital gap: 8.83 eV
SMILES string: C/C(N)=C/NC=[NH2+]
Relative energy (zero: lowest compared OMol25 entry of this formula, charge and spin): 111.8 kJ/mol
Charge: +1
HOMO: -0.451 hartree

```
17
Properties=species:S:1:pos:R:3:forces:R:3
C -0.1825 0.1213 -0.3277 -0.3 0.2 1.0
C 1.1273 -0.1110 -0.0274 0.6 -1.9 0.3
C -2.4609 -0.6146 0.0901 1.8 -0.2 -0.9
C 2.1253 0.9405 -0.0811 1.5 0.2 -3.2
N -1.1803 -0.8695 -0.1200 1.1 -1.5 0.9
N -2.9854 0.5860 -0.0779 0.9 1.1 -0.2
N 1.7254 -1.3131 0.3840 -1.0 0.6 -0.7
H -0.6489 1.1048 -0.3111 1.1 0.0 -0.4
H -3.1010 -1.4452 0.3153 -0.3 -0.1 0.1
H 2.0499 1.5771 0.7105 -0.4 2.0 2.1
H 2.0150 1.4618 -1.0439 -0.1 0.3 0.5
H 3.1881 0.6369 -0.0910 -0.6 -0.5 0.1
H -0.7145 -1.7997 0.0993 -2.0 1.4 -0.4
H -3.9753 0.6298 0.0491 -0.4 0.5 0.0
H -2.4432 1.4711 -0.3134 -1.3 -1.9 0.5
H 1.1056 -2.1127 0.4236 0.9 -0.3 0.0
H 2.7333 -1.4625 0.1603 -1.6 0.1 0.3
```
Forces are in eV/Å.

---

No. 14
# C4H10N3

2 unconnected molecules or ions with the total composition C4H10N3 (ωB97M-V/def2-TZVPD, the OMol25 dataset).

Values from the calculation:
Orbital gap (alpha / beta): 8.24 / 10.15 eV
Relative energy (zero: lowest compared OMol25 entry of this formula, charge and spin): 656.6 kJ/mol
Charge: +1
HOMO (alpha / beta): -0.505 / -0.526 hartree

```
17
Properties=species:S:1:pos:R:3:forces:R:3
C 0.1700 0.1042 0.0694 -1.1 1.6 2.4
C -1.5078 1.5412 2.3779 1.3 -0.4 -0.6
C 1.3163 0.9042 0.4353 1.3 -0.2 -2.1
C 0.9291 -1.1780 -1.7122 2.9 -0.8 -2.9
N -1.9677 0.7172 1.5897 0.6 -0.9 -1.3
N -0.0978 -0.7450 -0.7712 -1.7 -1.9 -2.4
N -1.2829 -1.5547 -0.7959 1.1 -0.6 -2.0
H -2.2170 1.8243 3.1128 -0.4 0.9 1.2
H -0.4379 1.8664 2.3243 -0.9 0.1 0.4
H 1.6432 0.6940 1.4398 0.0 0.3 0.4
H 1.1231 1.9478 0.1859 -0.2 0.2 0.6
H 2.1707 0.6770 -0.2813 -0.7 0.0 0.9
H 1.7792 -1.5917 -1.0828 -1.2 0.0 -1.1
H 0.5990 -1.8930 -2.5666 0.1 0.8 2.2
H 1.4426 -0.3736 -2.3843 -1.4 -0.6 1.7
H -1.9802 -1.2359 -0.1774 -0.7 0.9 1.1
H -1.6820 -1.7043 -1.7635 1.1 0.6 1.4
```
Forces are in eV/Å.

---

Going through the records in order, we get E_tot values of -418.3279 -418.0030 -1214.4615 -493.6749 -985.6518 -684.4189 -741.1917 -741.3502 -666.0152 -666.0126 -666.0635 -322.3818 -322.4180 -322.2105 Eh.